No. 1
# C45H55N6O2S2SbTi

A molecular structure, C45H55N6O2S2SbTi at a distorted geometry (ωB97M-V with the def2-TZVPD basis set, the Open Molecules 2025 dataset).

The net charge is -1. Its LUMO energy (spin up / spin down) is 1.8907 / 1.7489 eV. As for the energy above the lowest of the compared OMol25 structures with the same formula, charge and spin: 0.0 kcal per mole. The value obtained for the total energy is -4113.09983 Eh. The value obtained for the max |F| is 1.723 eV/Å. The calculation puts the frontier orbital gap (spin up / spin down) at 6.938 / 7.075 eV. As for the multiplicity: 2.

Atoms and positions in Å:
C1 1.840 -2.851 -1.112
H1 -0.303 -1.981 7.378
H2 -4.049 -1.947 5.310
N1 -3.146 -5.205 1.069
C2 2.773 0.647 0.284
C3 -0.308 1.624 3.754
H3 1.127 0.689 5.910
C4 -1.670 2.574 0.926
H4 0.665 3.482 -2.605
C5 -0.515 -5.226 3.339
H5 -5.396 4.156 0.302
C6 -0.352 -0.833 5.577
H6 3.873 -4.560 -0.900
C7 -2.691 -1.094 -3.339
C8 -2.478 -0.818 4.398
C9 -4.048 2.515 0.637
H7 -3.276 -0.268 -3.739
H8 2.132 -3.245 -2.089
S1 0.921 -2.537 2.831
H9 2.079 2.668 -4.015
C10 2.092 3.999 1.960
H10 -5.705 3.244 1.777
N2 -0.090 -5.928 4.151
C11 3.207 -1.626 0.634
C12 1.156 3.579 2.898
H11 -2.039 -1.779 -5.779
H12 0.341 2.924 -5.150
N3 2.272 -0.539 0.693
Sb1 -0.067 0.430 -2.848
C13 -2.504 2.303 -3.302
C14 2.702 -0.673 -3.441
H13 4.870 0.440 2.057
H14 -0.683 3.171 -1.514
C15 -5.403 3.152 0.731
H15 1.619 -0.559 4.766
H16 3.649 -0.701 -4.001
C16 0.710 2.269 2.828
H17 -2.486 -0.371 -0.132
C17 -0.720 2.779 -4.944
H18 -2.902 3.327 -3.359
S2 -1.103 -2.128 0.767
H19 0.761 4.224 3.671
H20 2.740 0.697 -5.918
H21 -6.157 2.559 0.214
C18 -3.012 -1.639 5.388
C19 -3.878 1.208 0.212
C20 2.125 1.818 1.014
H22 0.995 0.973 -5.958
N4 -1.502 1.299 0.558
C21 -0.422 3.398 -2.549
H23 -1.220 3.741 -5.129
C22 4.007 -3.716 -0.231
H24 1.633 -0.664 -5.807
H25 1.115 -3.541 -0.675
C23 4.449 -0.462 2.513
H26 3.586 1.752 -3.956
C24 5.114 -3.655 0.593
H27 2.219 -1.643 -3.573
H28 -3.106 -0.879 2.346
H29 3.482 -0.194 2.943
H30 1.584 -0.918 6.495
H31 -0.847 4.382 -2.793
C25 -0.991 2.346 -3.507
C26 -0.916 -1.652 6.546
H32 -3.197 -2.025 -3.626
Ti1 0.405 -0.425 1.683
H33 2.955 -0.550 -2.385
H34 -4.392 -0.486 3.493
C27 -1.041 -4.377 2.317
H35 -1.111 2.065 -5.673
O1 3.710 0.883 -0.463
H36 1.331 -1.902 -1.253
H37 3.346 3.403 0.281
C28 4.306 -1.573 1.508
C29 1.075 -0.381 5.694
C30 -2.609 0.651 0.193
N5 1.228 1.451 1.923
C31 -0.458 -3.165 2.012
C32 1.847 0.484 -3.972
C33 -3.335 -0.336 3.264
C34 -2.236 -2.065 6.452
H38 -1.624 -0.062 -5.762
H39 -3.166 0.726 3.075
C35 -2.203 -4.833 1.622
H40 -1.198 -3.282 -3.961
C36 3.039 -2.713 -0.223
C37 -0.653 -2.470 -3.461
C38 -1.259 -1.129 -3.882
O2 -0.773 2.304 4.663
H41 -2.790 1.894 -2.330
H42 -2.657 -2.718 7.208
H43 2.618 1.910 -2.497
C39 2.589 3.121 0.999
H44 0.399 -2.564 -3.739
H45 -3.001 1.720 -4.080
C40 5.251 -2.587 1.467
C41 -1.138 -0.442 4.486
H46 5.108 -0.768 3.326
H47 6.099 -2.542 2.143
C42 1.779 0.372 -5.496
C43 -2.893 3.210 0.988
N6 -0.528 0.333 3.444
H48 -0.351 -1.283 -5.862
C44 -1.310 -1.046 -5.404
H49 2.459 5.018 1.990
H50 5.862 -4.438 0.564
C45 2.554 1.785 -3.581
H51 -2.720 -1.042 -2.248
H52 -0.734 -2.633 -2.383
H53 -2.939 4.244 1.310
H54 -0.772 3.127 1.164
H55 -4.723 0.604 -0.095

Here are the Löwdin charges for atoms 1 to 2, given in e:
1 C -0.079
2 H 0.105

=====

No. 2
# C45H56AsN4PdS2

A molecular structure, C45H56AsN4PdS2 at a distorted geometry (ωB97M-V with the def2-TZVPD basis set, the Open Molecules 2025 dataset).

The net charge is +1. Its LUMO energy (spin up / spin down) is -2.3568 / -3.7846 eV. As for the energy above the lowest of the compared OMol25 structures with the same formula, charge and spin: 0.0 kcal per mole. The value obtained for the total energy is -5127.21797 Eh. The value obtained for the max |F| is 1.795 eV/Å. The calculation puts the frontier orbital gap (spin up / spin down) at 7.165 / 6.188 eV. As for the multiplicity: 3.

Atoms and positions in Å:
C1 -0.480 -4.019 -4.435
H1 6.545 -1.175 -1.926
N1 -0.982 0.260 -1.458
C2 0.303 -0.030 -3.517
C3 1.067 0.552 -4.513
N2 0.109 -1.357 1.995
C4 -4.352 -1.275 -0.136
H2 -4.260 3.698 -3.082
H3 1.609 2.727 0.782
C5 6.722 -1.933 -1.129
H4 3.141 -3.033 5.772
S1 -1.234 -3.671 -0.327
C6 3.848 -1.568 -1.148
H5 0.197 7.050 1.229
H6 0.389 -3.382 -4.632
H7 4.380 -1.580 -2.105
C7 -4.075 1.661 -2.609
C8 2.315 -1.625 1.091
H8 -2.648 -3.798 -4.427
H9 6.373 -2.865 -1.576
H10 -0.625 -4.697 -5.264
H11 -4.887 3.972 0.970
H12 2.510 -3.029 7.397
H13 4.146 -1.721 2.139
H14 0.557 3.800 -3.804
H15 2.903 -1.829 3.790
C9 2.224 -2.984 6.334
S2 -0.245 -4.940 -2.881
C10 -1.751 -3.175 -4.187
H16 1.806 2.342 -5.448
H17 0.715 -1.847 8.108
H18 -2.903 3.000 -3.851
H19 -5.036 -2.127 -0.203
C11 3.687 -1.658 1.174
C12 -1.189 5.421 0.896
Pd1 -0.455 -1.102 -0.054
H20 -3.318 5.656 0.880
C13 0.738 2.191 0.408
C14 -5.531 -0.699 -2.211
H21 -3.343 -1.682 0.037
C15 -5.790 0.083 -3.323
C16 6.013 -1.640 0.172
C17 -0.336 0.788 -2.580
C18 -4.296 3.312 0.337
H22 -1.155 -1.302 5.090
N3 1.707 -1.544 -0.105
H23 -0.770 2.806 -2.059
C19 4.506 -1.654 0.043
H24 -7.038 0.474 -5.026
H25 -2.799 3.351 -2.155
H26 7.400 -0.106 0.843
H27 0.818 4.781 0.935
H28 1.838 0.459 6.288
C20 -3.780 0.814 -1.511
N4 -1.768 -2.868 -2.786
C21 -0.383 -1.380 4.336
H29 -1.205 7.451 0.243
C22 0.952 -1.581 4.681
C23 -0.446 3.107 0.444
H30 5.821 0.101 1.540
H31 -6.398 -1.178 -4.988
H32 -4.588 -0.756 0.791
H33 -4.506 2.279 0.664
As1 -2.231 0.933 -0.290
C24 -2.817 3.677 0.438
H34 3.253 -0.455 5.783
H35 -0.454 -2.466 6.944
C25 1.408 -1.558 2.295
C26 0.275 -1.687 7.136
H36 -1.792 -2.265 -4.781
H37 1.649 -3.864 6.059
C27 -4.518 -0.362 -1.311
C28 6.495 -2.658 1.232
C29 0.531 2.715 -3.741
C30 -5.092 1.262 -3.456
C31 -1.795 2.773 0.182
H38 1.922 -1.427 -2.124
C32 -2.500 5.002 0.726
H39 7.572 -2.558 1.371
C33 -0.738 -1.222 3.005
H40 2.729 -0.558 7.402
H41 6.051 -2.530 2.227
C34 -1.136 -3.720 -1.990
H42 -6.114 -1.621 -2.062
C35 -0.199 4.431 0.824
C36 1.255 1.909 -4.604
C37 1.843 -1.662 3.588
H43 0.635 1.286 0.990
H44 -5.349 1.942 -4.290
H45 -1.729 -0.966 2.713
H46 6.109 0.498 -0.170
C38 1.439 -1.687 6.115
C39 -6.780 -0.361 -4.358
H47 0.996 1.866 -0.645
C40 2.360 -0.492 6.394
C41 -0.242 2.177 -2.741
H48 -1.394 7.275 1.988
C42 -0.852 6.880 1.104
H49 -7.684 -0.755 -3.849
C43 6.348 -0.180 0.634
H50 6.315 -3.688 0.912
H51 -4.643 3.414 -0.708
H52 1.627 -0.118 -5.181
C44 2.454 -1.541 -1.190
H53 -2.292 -2.134 -2.359
C45 -3.465 3.002 -2.937
H54 7.800 -2.043 -0.991
H55 -0.195 -0.686 7.196
H56 0.178 -1.103 -3.436

Here are the Löwdin charges for atoms 1 to 2, given in e:
1 C -0.407
2 H 0.095